24
Properties=species:S:1:pos:R:3:forces:R:3:nbo_charge:R:1 method="wB97M-V/def2-TZVPD" multiplicity=1 homo_energy_ha=-0.2882 mol_weight_g_mol=168.94
C -0.6447 -3.4027 2.2896 -0.37 0.75 -0.33 -0.64
C 0.2601 -2.2591 1.5144 0.36 -0.40 -0.34 -0.42
C -0.2307 -2.0291 -0.0632 0.17 -2.45 1.32 -0.25
N 0.7173 -1.1194 -0.8132 -1.38 2.25 1.05 -0.89
P -0.0691 0.3939 -1.3599 2.29 0.68 -0.18 1.16
C 0.9678 1.8392 -0.6235 0.72 -0.59 -0.27 -1.08
B 0.3874 3.3386 -0.9824 -2.62 3.25 -0.87 1.20
O -0.1987 4.1046 0.1744 3.49 -2.66 -0.96 -0.88
O 0.4348 3.9982 -2.3097 -1.04 -1.66 3.46 -0.94
H -0.1408 -3.7311 3.3187 -1.19 0.76 -2.40 0.24
H -0.7858 -4.3185 1.5750 0.43 1.62 1.48 0.22
H -1.7315 -2.9551 2.4781 2.39 -1.02 -0.21 0.22
H 0.2662 -1.2345 2.0797 -0.15 -1.91 -0.97 0.21
H 1.3805 -2.6534 1.4875 -2.28 0.90 -0.06 0.21
H -1.3540 -1.7004 -0.0778 2.17 -0.47 -0.13 0.21
H -0.1293 -3.1060 -0.5660 -0.53 2.36 1.00 0.21
H 1.5166 -0.8333 -0.1742 -1.30 -0.48 -1.06 0.41
H 0.1383 0.4669 -2.8125 -0.50 -0.09 1.49 0.07
H -1.4795 0.4726 -1.0776 0.85 -0.02 -0.13 0.12
H 0.9848 1.6749 0.5355 0.12 0.16 -2.20 0.26
H 2.0475 1.7538 -1.1097 -2.15 -0.19 1.11 0.29
H 0.3957 3.8050 0.9478 -1.73 0.82 -1.44 0.46
H -0.4616 4.4572 -2.4143 1.21 -1.04 0.31 0.55
F -2.2713 3.0377 -2.0169 1.04 -0.59 0.31 -0.93